# 1
ORCA calculation (the ωB97M-V functional and the def2-TZVPD basis) on 2 unconnected molecules or ions with the total composition C2H4N2S3.

Geometry as XYZ:
```
11
Properties=species:S:1:pos:R:3:lowdin_charge:R:1
N 0.9089 0.1286 -0.2898 0.044
C 2.1361 0.1638 -0.2661 -1.201
S 3.6145 0.1960 0.7617 0.537
S 3.4274 0.1133 -1.4842 0.567
H 0.5697 -0.1096 0.6559 0.056
C -1.7112 0.1108 1.1178 -0.180
N -1.4398 0.0300 -0.0958 -0.560
S -2.1362 -0.9856 -1.2362 0.672
H -2.5625 -0.3318 1.6431 0.073
H -1.1364 0.8750 1.5840 0.059
H -1.6705 -0.1906 -2.3904 -0.067
```

## Properties
Molar mass   152.3 g mol⁻¹
ΔE to the lowest compared entry with this formula, charge and spin   77.65 kcal per mole
HOMO   -8.88 eV
Structure (SMILES)   N=C1SS1.C=NS
E_LUMO   -1.138 eV


# 2
ORCA calculation (the ωB97M-V functional and the def2-TZVPD basis) on 2 unconnected molecules or ions with the total composition C2H4N3.

Geometry as XYZ:
```
9
Properties=species:S:1:pos:R:3:lowdin_charge:R:1
C 1.5630 0.2410 -0.0191 0.114
C -1.0087 -0.3711 0.2531 -0.128
N -1.0847 0.9284 -0.2035 0.050
N -0.2327 0.7553 0.6554 0.085
N 2.7227 0.1651 0.0150 0.263
H -1.9448 -0.8038 0.8772 0.186
H -0.4865 -1.1380 -0.2945 0.101
H -1.2132 1.5468 -1.1007 0.266
H 3.5745 -0.1918 -0.1208 0.063
```

## Properties
Net charge   +1
Molar mass   70.1 g mol⁻¹
ΔE to the lowest compared entry with this formula, charge and spin   125.20 kcal per mole
HOMO   -16.09 eV
E_LUMO   -5.736 eV


# 3
ORCA calculation (the ωB97M-V functional and the def2-TZVPD basis) on a molecular structure, C2H4N3O.

Geometry as XYZ:
```
10
Properties=species:S:1:pos:R:3:lowdin_charge:R:1
C 0.5925 0.8727 -0.1761 -0.571
C 0.9664 -0.5615 0.1922 0.221
N 3.8371 -0.0812 0.0392 0.322
N 2.8467 -0.5272 0.1674 0.149
N -0.7585 0.8557 -0.2453 0.192
O 1.2937 1.8335 -0.1826 0.140
H 0.7638 -1.3695 -0.4267 0.091
H 0.8719 -0.9054 1.3354 0.191
H -1.2290 0.1597 0.2357 0.088
H -1.2641 1.7178 -0.5512 0.178
```

## Properties
Net charge   +1
Molar mass   86.1 g mol⁻¹
ΔE to the lowest compared entry with this formula, charge and spin   42.52 kcal per mole
HOMO   -15.65 eV
E_LUMO   -6.839 eV


# 4
ORCA calculation (the ωB97M-V functional and the def2-TZVPD basis) on a gas-phase ion, C2H4N3O (charge +1).

Geometry as XYZ:
```
10
Properties=species:S:1:pos:R:3:lowdin_charge:R:1
C -0.2085 -1.3282 0.1623 -0.008
N -0.3075 -0.0080 -0.1598 -0.006
C 0.9093 1.1530 0.3179 0.150
N 0.3717 2.1777 -0.0779 0.148
O -0.7997 1.9116 -0.7668 0.070
N -1.0948 0.6885 -0.7851 0.149
H 0.7045 -1.7240 0.4264 0.097
H -1.0314 -1.7474 0.7655 0.150
H -0.3840 -1.9657 -0.6330 0.101
H 1.8404 0.8424 0.7507 0.149
```

## Properties
Net charge   +1
Molar mass   86.1 g mol⁻¹
ΔE to the lowest compared entry with this formula, charge and spin   121.30 kcal per mole
HOMO   -17.67 eV
Structure (SMILES)   C[n+]1cnon1
E_LUMO   -5.609 eV


# 5
ORCA calculation (the ωB97M-V functional and the def2-TZVPD basis) on a gas-phase ion, C2H4N3OS (charge +1).

Geometry as XYZ:
```
11
Properties=species:S:1:pos:R:3:lowdin_charge:R:1
C 0.5886 -0.6732 2.1631 0.052
C -0.2719 -0.3377 1.1275 0.001
N -0.9956 0.1592 0.3622 -0.143
S -1.6895 1.0235 -0.8608 1.079
N -0.7296 0.5063 -2.1003 -0.338
N 0.5412 1.0253 -2.1276 -0.120
O 1.2561 0.5688 -2.9665 0.053
H 0.1297 -1.1278 2.9263 0.084
H 0.9031 0.1900 2.6680 0.123
H 1.2552 -1.3613 1.6969 0.133
H -0.9872 0.0271 -2.8888 0.077
```

## Properties
Net charge   +1
Molar mass   118.1 g mol⁻¹
ΔE to the lowest compared entry with this formula, charge and spin   97.85 kcal per mole
HOMO   -14.13 eV
Structure (SMILES)   CC#[N+]SNN=O
E_LUMO   -4.887 eV


# 6
ORCA calculation (the ωB97M-V functional and the def2-TZVPD basis) on C2H4N3P in the gas phase.

Geometry as XYZ:
```
10
Properties=species:S:1:pos:R:3:lowdin_charge:R:1
N -1.4930 -0.8238 0.1372 -0.004
C 0.2099 -0.3190 0.2080 -0.518
C 0.5021 1.0574 0.1640 -0.238
N 1.8062 1.2447 0.2274 -0.069
N 2.4502 0.1173 -0.0129 -0.354
P 1.5421 -1.3243 0.0623 0.909
H -1.6466 -1.6378 0.7866 0.035
H -1.6835 -0.0717 0.8318 0.017
H -0.1313 1.9026 0.2131 0.092
H 3.5093 0.2549 -0.0363 0.130
```

## Properties
Molar mass   101.0 g mol⁻¹
ΔE to the lowest compared entry with this formula, charge and spin   34.92 kcal per mole
HOMO   -9.10 eV
Structure (SMILES)   Nc1cn[nH]p1
E_LUMO   0.747 eV


# 7
ORCA calculation (the ωB97M-V functional and the def2-TZVPD basis) on C2H4N3PS in the gas phase.

Geometry as XYZ:
```
11
Properties=species:S:1:pos:R:3:lowdin_charge:R:1
C -1.1900 0.3901 -0.6738 -0.625
C -0.2249 -1.6852 0.0377 -0.002
N -0.0634 0.3657 1.2517 -0.337
N 1.3041 1.9584 -0.2702 -0.384
N -0.4594 -0.2631 0.0996 -0.324
P 1.0550 1.5384 1.2845 0.633
S -2.1943 1.4350 -1.2814 0.830
H 0.3825 -1.9447 0.8588 0.081
H -1.0433 -2.2832 0.0618 0.054
H 0.2124 -2.0099 -0.9423 0.120
H 2.2214 2.4984 -0.4264 -0.046
```

## Properties
Molar mass   133.1 g mol⁻¹
ΔE to the lowest compared entry with this formula, charge and spin   69.40 kcal per mole
HOMO   -8.31 eV
E_LUMO   -1.381 eV


# 8
ORCA calculation (the ωB97M-V functional and the def2-TZVPD basis) on C2H4N4 in the gas phase.

Geometry as XYZ:
```
10
Properties=species:S:1:pos:R:3:lowdin_charge:R:1
H 0.1182 -2.1907 -0.6019 0.045
N 0.3007 -1.5111 0.1325 0.122
C 0.1466 -0.3325 -0.3055 -0.575
N -0.1944 0.0900 -1.5785 0.112
N 0.3953 0.8023 0.5424 0.013
C -0.3323 0.9060 1.7281 -0.215
N 0.6709 0.2725 2.0649 0.207
H 0.1191 -0.5087 -2.3273 0.092
H -0.0176 1.0685 -1.7492 0.084
H -1.2065 1.4039 2.0945 0.115
```

## Properties
Molar mass   84.1 g mol⁻¹
ΔE to the lowest compared entry with this formula, charge and spin   76.43 kcal per mole
HOMO   -9.58 eV
Structure (SMILES)   [H]/N=C(\N)N1C=N1
E_LUMO   0.886 eV